## a
Computed, not measured: the ion C6H17N2 with charge +1, with ωB97M-V/def2-TZVPD.

net charge: +1
SMILES: CCNCC[NH2+]CC
LUMO energy: -2.81 eV

Each line ends with the Mulliken charge.
CARTESIAN COORDINATES (ANGSTROEM)
1 C -1.53688 1.26696 2.67075  -1.1105
2 C -1.05036 1.96700 1.40481  -0.5373
3 N -1.21102 1.10058 0.19650  -0.3782
4 C -0.30782 1.39455 -0.90579  -0.6191
5 C 0.84912 0.36191 -0.92796  -0.6313
6 N 0.43736 -0.85353 -0.19208  -0.1444
7 C 0.42596 -2.12458 -0.96272  -0.5717
8 C 1.78847 -2.53141 -1.50889  -1.0213
9 H -0.98483 1.71634 3.48909  0.3710
10 H -1.09414 0.26292 2.69827  0.2556
11 H -2.61066 1.21637 2.77451  0.3442
12 H -1.50732 2.91836 1.20104  0.4124
13 H 0.02065 2.05510 1.50065  0.3274
14 H -2.17267 0.99275 -0.09386  0.1996
15 H 0.18533 2.35280 -0.72909  0.3175
16 H -0.80260 1.43981 -1.87265  0.4325
17 H 1.81376 0.72195 -0.60608  0.3983
18 H 1.08930 0.06072 -1.94349  0.3241
19 H -0.48584 -0.56641 0.22349  0.3741
20 H 1.02569 -0.95519 0.63340  0.4096
21 H -0.00432 -2.89757 -0.33371  0.4770
22 H -0.28046 -1.98114 -1.76208  0.3669
23 H 2.61731 -2.10690 -0.94076  0.3140
24 H 1.92894 -2.19675 -2.53313  0.3589
25 H 1.86703 -3.61464 -1.48020  0.3307


## b
Computed, not measured: the ion C6H17N2 with charge +1, with ωB97M-V/def2-TZVPD.

net charge: +1
SMILES: CC(C)N(C)CC[NH3+]
LUMO energy: -3.47 eV

Each line ends with the Mulliken charge.
CARTESIAN COORDINATES (ANGSTROEM)
1 C 0.89253 0.21423 2.03419  -1.3763
2 C 0.96708 0.70677 0.59492  0.3051
3 C 0.24519 2.10062 0.44420  -1.3360
4 N 0.60050 -0.39394 -0.39170  -0.1021
5 C 1.72486 -1.32461 -0.44696  -1.0488
6 C -0.67736 -1.18317 -0.14691  -0.3955
7 C -1.80948 -0.29441 -0.53260  -0.8402
8 N -1.73582 0.07036 -1.97548  -0.2268
9 H 1.13692 -0.85948 2.11713  0.3134
10 H 1.47563 0.80864 2.74126  0.4065
11 H -0.13466 0.27564 2.42975  0.3518
12 H 2.01458 0.92641 0.37923  0.3376
13 H 0.71327 2.66171 -0.37041  0.3524
14 H 0.57627 2.69493 1.31316  0.3930
15 H -0.83577 2.17351 0.32631  0.2507
16 H 1.88569 -1.76540 0.54250  0.3892
17 H 1.47083 -2.18384 -1.07530  0.3238
18 H 2.66108 -0.84861 -0.80565  0.3250
19 H -0.72870 -1.49433 0.91020  0.3816
20 H -0.53394 -2.02292 -0.82256  0.4353
21 H -2.79134 -0.82340 -0.37810  0.4128
22 H -1.99610 0.55547 0.11802  0.2553
23 H -1.91112 -0.78141 -2.53760  0.3611
24 H -2.49888 0.65732 -2.31061  0.3352
25 H -0.71126 0.12990 -2.15701  0.3957


Stability summary: most stable a, least stable b.


## a
Computed, not measured: the ion C6H17N2 with charge +1, with ωB97M-V/def2-TZVPD.

net charge: +1
SMILES: C[C@@H](N)CCCC[NH3+]
LUMO energy: -3.80 eV

Each line ends with the Mulliken charge.
CARTESIAN COORDINATES (ANGSTROEM)
1 C -2.28181 0.53080 0.75340  -1.3507
2 C -1.10687 -0.20837 1.43437  0.8697
3 N -1.62982 -0.81721 2.64165  -0.5755
4 C -0.53523 -1.37353 0.55547  -0.9593
5 C 0.14669 -1.36928 -0.83361  -0.8886
6 C 0.60381 0.00279 -1.52355  -0.5924
7 C 1.80124 0.48787 -0.75741  -0.3508
8 N 2.35163 1.83882 -1.54778  -0.4872
9 H -1.98293 0.93092 -0.20760  0.2720
10 H -3.02039 -0.25145 0.45229  0.3229
11 H -2.68235 1.34565 1.39333  0.3700
12 H -0.36643 0.55863 1.67698  0.0639
13 H -1.04993 -1.47570 2.94582  0.1317
14 H -2.05327 -0.27044 3.33810  0.2053
15 H 0.22238 -1.79413 1.23881  0.3154
16 H -1.24562 -2.21883 0.50337  0.3830
17 H -0.53335 -1.89957 -1.49467  0.4164
18 H 1.05098 -2.12048 -0.94384  0.3566
19 H 0.74760 -0.17775 -2.55711  0.4836
20 H -0.12862 0.80229 -1.49068  0.3115
21 H 1.72808 0.95454 0.25458  0.2993
22 H 2.64750 -0.25128 -0.74810  0.3020
23 H 3.35913 2.14650 -1.52710  0.3590
24 H 1.94497 2.70541 -1.07017  0.4011
25 H 2.01260 1.92381 -2.48655  0.3409


## b
Computed, not measured: the ion C6H17N2 with charge +1, with ωB97M-V/def2-TZVPD.

net charge: +1
SMILES: CCCNCC[NH2+]C
LUMO energy: -3.08 eV

Each line ends with the Mulliken charge.
CARTESIAN COORDINATES (ANGSTROEM)
1 C 1.04736 3.17586 -1.79171  -1.3946
2 C 0.17284 2.05561 -1.23254  -0.2535
3 C 1.01639 0.92179 -0.65965  -0.7475
4 N 0.48439 -0.45403 -0.86337  -0.2728
5 C -0.89904 -0.66350 -0.57734  -0.6121
6 C -1.11309 -1.83330 0.38928  -0.6888
7 N -0.05675 -1.78353 1.46631  -0.0277
8 C -0.56416 -2.02525 2.83268  -0.9037
9 H 1.98694 3.28110 -1.24746  0.3543
10 H 1.41302 2.91669 -2.79474  0.3492
11 H 0.48403 4.08223 -1.93963  0.3693
12 H -0.40206 2.45499 -0.39015  0.3469
13 H -0.53565 1.70828 -1.97668  0.3358
14 H 1.25663 1.04507 0.38654  0.2237
15 H 2.00310 0.81898 -1.11599  0.4739
16 H 0.83223 -0.92048 -1.68251  0.2527
17 H -1.33448 0.23547 -0.16136  0.3498
18 H -1.52667 -0.88393 -1.44771  0.4143
19 H -2.13014 -1.87665 0.77250  0.3667
20 H -0.92697 -2.74981 -0.14937  0.3296
21 H 0.69579 -2.43717 1.26786  0.3964
22 H 0.34238 -0.84335 1.38570  0.2354
23 H 0.15793 -1.75593 3.58236  0.3581
24 H -0.94327 -3.03944 2.93699  0.3798
25 H -1.46073 -1.42972 3.01002  0.3649


## c
Computed, not measured: the ion C6H17N2 with charge +1, with ωB97M-V/def2-TZVPD.

net charge: +1
SMILES: CCCNCC[NH2+]C
LUMO energy: -3.01 eV

Each line ends with the Mulliken charge.
CARTESIAN COORDINATES (ANGSTROEM)
1 C 0.70158 2.41330 -1.67562  -1.0810
2 C 1.57538 2.26527 -0.38993  -0.4358
3 C 0.86982 1.31240 0.54205  -0.7577
4 N 0.90515 -0.13020 0.17501  -0.1942
5 C -0.24562 -0.54208 -0.70573  -0.4033
6 C -1.42876 -0.65251 0.22625  -0.7158
7 N -1.07771 -1.66048 1.44040  -0.1603
8 C -0.80108 -2.96707 0.84917  -0.9409
9 H -0.37603 2.38823 -1.43315  0.2639
10 H 0.92462 3.29868 -2.29476  0.3843
11 H 0.95525 1.60110 -2.35903  0.2570
12 H 2.61929 1.99826 -0.61007  0.3244
13 H 1.64363 3.32446 -0.06227  0.3201
14 H -0.15218 1.67042 0.64129  0.3023
15 H 1.26579 1.38514 1.60197  0.3516
16 H 1.83244 -0.40068 -0.12021  0.2555
17 H -0.63946 0.14668 -1.46974  0.1560
18 H -0.09982 -1.55794 -1.09778  0.4865
19 H -1.68540 0.32587 0.68083  0.3478
20 H -2.32382 -1.10566 -0.26530  0.4101
21 H -0.22801 -1.19433 1.79903  0.3776
22 H -1.79669 -1.68260 2.16606  0.3614
23 H -0.69358 -3.69109 1.68888  0.3687
24 H 0.01258 -3.11087 0.15157  0.3392
25 H -1.75739 -3.43430 0.52106  0.3825


Stability summary: most stable b, least stable a.


## a
Computed, not measured: the ion C4H12N2 with charge +1, with ωB97M-V/def2-TZVPD.

multiplicity: 2
net charge: +1
LUMO energy (alpha / beta): -2.91 / -7.56 eV

Each line ends with the Mulliken charge.
CARTESIAN COORDINATES (ANGSTROEM)
1 N 1.60413 -0.68442 1.14882  -0.5069
2 C 0.18146 -0.78468 1.46200  -0.7222
3 C -0.77607 -0.65854 0.28329  -0.6288
4 N -0.22325 0.28966 -0.69766  0.1601
5 C -0.86098 0.25164 -1.97350  -0.8590
6 C 0.05534 1.60879 -0.17051  -0.9290
7 H 1.83594 -0.29788 0.24799  0.2269
8 H 2.04075 -1.59608 1.17022  0.2792
9 H 0.02714 -1.69849 2.02422  0.4476
10 H -0.09452 -0.03654 2.20475  0.2991
11 H -0.89704 -1.60705 -0.24194  0.4842
12 H -1.76367 -0.24987 0.47832  0.4858
13 H -0.98268 1.21831 -2.42766  0.3803
14 H -1.80273 -0.29462 -1.93173  0.3520
15 H -0.20676 -0.28646 -2.67695  0.3529
16 H 0.91751 1.61449 0.49355  0.3720
17 H 0.23123 2.28484 -0.99931  0.4304
18 H -0.80072 2.02865 0.37025  0.3753


## b
Computed, not measured: the ion C4H12N2 with charge +1, with ωB97M-V/def2-TZVPD.

multiplicity: 2
net charge: +1
LUMO energy (alpha / beta): -3.03 / -8.21 eV

Each line ends with the Mulliken charge.
CARTESIAN COORDINATES (ANGSTROEM)
1 C -1.40780 -0.02226 -0.81239  -0.4685
2 C -1.29027 0.11562 0.67030  -0.7080
3 C 0.16172 -0.06202 1.07474  -0.6729
4 C 2.39812 0.58018 0.32640  -0.7858
5 N 0.96336 0.70691 0.15389  -0.0209
6 N -0.99483 -1.30263 -1.36217  -0.4500
7 H -0.84490 0.73005 -1.41198  0.2507
8 H -2.37840 0.15357 -1.21467  0.4126
9 H -1.54031 1.10907 1.05896  0.3806
10 H -2.00525 -0.46484 1.25840  0.3220
11 H 0.44135 -1.10426 1.22030  0.5074
12 H 0.25442 0.37986 2.08078  0.4120
13 H 2.71375 1.19682 1.17186  0.3356
14 H 2.69234 -0.45673 0.47766  0.3393
15 H 2.94147 0.95798 -0.54204  0.3251
16 H 0.66389 1.67318 0.26698  0.3258
17 H -1.71145 -1.79662 -1.87200  0.2789
18 H -0.70820 -1.93604 -0.62198  0.2162


Stability summary: most stable a, least stable b.


## a
Computed, not measured: a structure of composition C5H14ClIO2PTi, with ωB97M-V/def2-TZVPD.

multiplicity: 2
net charge: +2
LUMO energy (alpha / beta): -9.45 / -9.16 eV

Each line ends with the Mulliken charge.
CARTESIAN COORDINATES (ANGSTROEM)
1 C 0.85473 1.28832 0.70025  -0.6470
2 I -2.07045 0.66245 -1.37839  0.2582
3 H 1.55176 0.53146 1.31289  0.3567
4 H 0.41740 1.74121 1.63857  0.4552
5 H 1.74558 1.89673 0.31656  0.4507
6 Ti 0.24020 -1.00431 0.20116  0.4507
7 P 1.41212 -0.18517 -1.82957  0.9900
8 C 1.27354 1.32842 -2.88544  -1.1492
9 C 3.26642 -0.12397 -1.53281  -1.2015
10 H 1.18283 -2.44556 -2.55659  0.3770
11 H 2.07860 -1.43155 -3.76510  0.4174
12 H 0.25686 -1.30241 -3.60878  0.3415
13 C 1.21029 -1.48872 -3.09362  -1.0925
14 H 3.49634 -0.96295 -0.88643  0.3899
15 H 3.75682 -0.21649 -2.49370  0.4638
16 H 1.98688 1.28051 -3.70543  0.4216
17 H 1.43604 2.24276 -2.32514  0.3732
18 H 3.50396 0.80561 -1.02299  0.3358
19 H 0.27834 1.39612 -3.30217  0.4088
20 C -0.28737 1.61058 -0.36166  -0.0353
21 O -0.31203 2.82940 -0.49711  -0.3075
22 Cl 1.40792 -2.86325 0.34676  -0.3161
23 O -1.08700 -0.85561 1.85537  -0.4350
24 H -0.81029 -1.08242 2.76284  0.3572
25 H -1.94401 -0.37673 1.95742  0.3365


## b
Computed, not measured: a structure of composition C5H14ClIO2PTi, with ωB97M-V/def2-TZVPD.

multiplicity: 2
net charge: +2
LUMO energy (alpha / beta): -10.59 / -10.14 eV

Each line ends with the Mulliken charge.
CARTESIAN COORDINATES (ANGSTROEM)
1 C 1.49257 -1.23272 -0.09700  -0.5514
2 I 1.79263 1.32004 0.66670  0.0369
3 H 0.52479 -0.74931 -0.05110  -0.0647
4 H 1.71755 -1.93297 0.70636  0.4143
5 H 1.72820 -2.06502 -0.77150  0.3062
6 Ti -2.23520 0.38861 0.15035  0.8744
7 P -0.56152 0.34186 -2.10332  0.8486
8 C 1.09373 0.76882 -2.97147  -1.2034
9 C -0.90573 -1.07560 -3.27131  -1.0634
10 H -2.52814 1.70050 -2.45514  0.4591
11 H -1.50966 1.64126 -3.95693  0.3548
12 H -0.99226 2.68526 -2.58188  0.3605
13 C -1.49847 1.73676 -2.85619  -1.0777
14 H -1.87780 -1.48451 -2.94615  0.3172
15 H -0.94975 -0.72822 -4.31254  0.4300
16 H 0.97833 0.82691 -4.06845  0.4248
17 H 1.89042 0.02933 -2.77983  0.3478
18 H -0.09197 -1.82218 -3.15587  0.3459
19 H 1.45944 1.75298 -2.64146  0.4106
20 C 2.59335 -0.31097 -0.26980  0.5043
21 O 3.59612 -0.44509 -0.99665  -0.4441
22 Cl -3.91538 -0.70089 -0.72302  -0.1638
23 O -1.06401 -0.31588 1.84247  -0.4970
24 H -1.36711 -0.92538 2.51854  0.3282
25 H -0.20025 -0.16621 2.33841  0.3020


Stability summary: most stable a, least stable b.